w | {"formula": "C6H7NO3", "method": "ωB97M-V with the def2-TZVPD basis set", "homo_energy_ev": -9.9, "total_charge": 0, "gap_ev": 10.378, "species": ["O", "C", "C", "C", "C", "N", "C", "C", "O", "H", "H", "H", "H", "H", "O", "H", "H"], "coordinates": [[0.197, 3.083, 0.620], [0.310, 1.894, 0.505], [1.070, 0.804, 1.249], [0.845, -0.138, 0.033], [0.341, -1.514, 0.370], [0.008, -2.402, -0.564], [-0.167, 0.885, -0.521], [-1.530, 0.699, -1.028], [-0.464, 1.137, -1.860], [2.109, 1.043, 1.506], [0.525, 0.473, 2.144], [1.721, -0.204, -0.625], [-1.883, -0.319, -1.211], [-2.290, 1.452, -0.804], [-0.503, -1.682, 1.315], [0.612, -2.413, -1.378], [-0.901, -2.798, 0.250]], "nbo_charge": [-0.4838, 0.5843, -0.5127, -0.3204, 0.6421, -0.8483, 0.1010, -0.0733, -0.4417, 0.2420, 0.2698, 0.2353, 0.1980, 0.1999, -0.6796, 0.3976, 0.4898]}



x | {"formula": "C6H7NO3", "method": "ωB97M-V with the def2-TZVPD basis set", "homo_energy_ev": [-9.1, -7.8], "total_charge": 0, "gap_ev": [8.244, 6.600], "species": ["O", "C", "O", "C", "C", "C", "C", "C", "N", "H", "H", "H", "H", "H", "H", "O", "H"], "coordinates": [[1.671, 1.725, 0.122], [1.827, 0.416, -0.073], [2.564, -0.068, -0.901], [-1.186, 0.169, 0.027], [-1.077, -0.801, -1.044], [-0.110, -1.724, -0.774], [0.422, -1.559, 0.607], [-0.301, -0.350, 1.132], [1.120, -0.313, 0.855], [-2.592, 1.310, 0.445], [-1.567, -0.692, -2.012], [0.279, -2.460, -1.479], [0.726, -2.420, 1.204], [-0.591, -0.234, 2.178], [2.324, 2.207, -0.404], [-2.189, 2.244, -0.081], [-1.320, 2.551, 0.198]], "nbo_charge": [-0.6850, 0.8855, -0.6168, 0.0574, -0.3324, -0.1556, -0.0956, -0.1725, -0.4362, 0.5123, 0.2334, 0.2267, 0.2284, 0.2258, 0.5046, -0.8734, 0.4936]}



Energies relative to the most stable structure are w 0.000; x 2.204, reported in eV.



w | {"formula": "C3H7N3", "method": "ωB97M-V with the def2-TZVPD basis set", "homo_energy_ev": -9.8, "total_charge": 0, "smiles": "[H]/N=C(/N)N1CC1", "gap_ev": 10.635, "species": ["C", "C", "C", "H", "H", "H", "H", "H", "H", "H", "N", "N", "N"], "coordinates": [[0.885, -0.069, -0.037], [-1.447, -0.066, 0.762], [-1.596, 0.080, -0.709], [0.199, 1.643, 0.703], [1.814, 1.618, 0.177], [1.259, -1.652, -0.170], [-1.216, 0.950, 1.261], [-2.137, -0.740, 1.399], [-1.142, 1.032, -1.107], [-2.343, -0.503, -1.132], [0.888, 1.317, -0.108], [1.911, -0.862, 0.051], [-0.439, -0.744, -0.118]], "nbo_charge": [0.5220, -0.2663, -0.2723, 0.3668, 0.3967, 0.3630, 0.1743, 0.2260, 0.2315, 0.2158, -0.8333, -0.6606, -0.4635]}



x | {"formula": "C3H7N3", "method": "ωB97M-V with the def2-TZVPD basis set", "homo_energy_ev": -8.1, "total_charge": 0, "gap_ev": 8.138, "species": ["C", "C", "C", "N", "N", "N", "H", "H", "H", "H", "H", "H", "H"], "coordinates": [[1.338, -0.635, -0.088], [1.283, 0.696, -0.137], [0.014, -1.129, 0.273], [0.055, 1.269, 0.162], [-0.769, 0.093, 0.414], [-1.932, 0.102, -0.311], [2.178, -1.303, -0.230], [2.692, 1.950, -0.321], [-0.306, -1.792, -0.643], [0.090, -1.534, 1.299], [0.118, 1.782, 1.063], [-2.800, 0.582, -0.164], [-1.960, -0.082, -1.317]], "nbo_charge": [-0.3895, 0.1737, -0.2578, -0.5262, -0.1358, -0.6919, 0.2366, 0.0926, 0.2102, 0.2133, 0.3667, 0.3773, 0.3309]}



Energies relative to the most stable structure are w 0.000; x 4.313, reported in eV.